Here is a molecular structure, C34H46N4O5SSi2 from OMol25. Energies are from the ωB97M-V functional and the def2-TZVPD basis.

XYZ file:
```
92
Properties=species:S:1:pos:R:3:mulliken_charge:R:1
C 6.34 -1.67 0.49 -0.993
N 6.71 -0.38 -0.11 -0.040
C 8.18 -0.35 -0.27 -0.996
C 6.09 -0.14 -1.34 0.197
O 6.70 0.23 -2.31 -0.595
C 4.59 -0.28 -1.40 -0.181
Si 3.91 -0.34 -3.14 0.249
C 2.04 -0.30 -3.10 -0.475
C 1.48 -0.85 -1.77 -0.468
C -0.03 -1.17 -1.89 -0.725
C -0.45 -2.29 -0.96 -1.132
N -0.73 -1.83 0.42 -0.432
O 4.38 1.13 -3.91 -0.489
C 4.28 1.12 -5.19 0.589
N 4.12 1.02 -6.32 -0.598
O 4.48 -1.55 -4.09 -0.180
Si 4.94 -3.02 -3.49 0.344
S 6.38 -3.87 -4.82 -0.380
C 3.52 -4.27 -3.42 -0.458
O 3.98 -5.31 -2.52 -0.221
N 3.34 -5.14 -1.26 0.251
O 4.11 -5.14 -0.39 -0.298
H 6.91 -1.78 1.42 0.421
H 6.62 -2.52 -0.14 0.359
H 5.30 -1.71 0.78 0.296
H 8.62 -0.44 0.72 0.323
H 8.51 -1.22 -0.84 0.358
H 8.50 0.56 -0.75 0.330
H 4.23 -1.13 -0.83 0.263
H 4.15 0.60 -0.91 0.566
H 1.65 -0.84 -3.96 0.555
H 1.77 0.76 -3.15 0.322
H 1.62 -0.06 -1.03 0.291
H 2.00 -1.76 -1.47 0.192
H -0.19 -1.51 -2.91 0.529
H -0.58 -0.25 -1.71 0.260
H 0.26 -3.12 -0.98 0.433
H -1.38 -2.70 -1.36 0.369
H -0.20 -0.99 0.59 0.242
H -0.38 -2.56 1.03 0.265
H 5.56 -2.95 -2.16 -0.073
H 7.02 -2.73 -5.10 0.122
H 3.37 -4.74 -4.38 0.379
H 2.59 -3.87 -3.02 0.281
C -0.30 5.20 -5.15 -0.434
C 0.76 4.91 -4.30 -0.527
C 1.65 3.90 -4.62 -0.166
C 1.48 3.17 -5.79 -0.110
C 0.43 3.46 -6.64 -0.629
C -0.47 4.47 -6.32 -0.392
H -1.00 5.99 -4.90 0.382
H 0.89 5.48 -3.39 0.379
H 2.47 3.67 -3.95 0.446
H 2.19 2.38 -6.02 0.226
H 0.30 2.89 -7.56 0.393
H -1.29 4.69 -6.98 0.374
C -2.36 -0.81 3.29 0.135
C -3.34 0.12 2.97 -0.459
C -4.19 0.60 3.96 -0.677
C -4.05 0.16 5.27 -0.095
C -3.07 -0.77 5.59 -0.308
C -2.23 -1.26 4.60 -0.514
H -1.70 -1.18 2.51 0.231
H -3.44 0.47 1.95 0.385
H -4.95 1.33 3.71 0.379
H -4.71 0.53 6.04 0.203
H -2.96 -1.12 6.61 0.359
H -1.47 -1.99 4.84 0.363
C -5.13 -0.30 -0.83 -0.581
C -3.80 -0.01 -1.14 0.095
C -3.51 0.92 -2.13 -0.563
C -4.53 1.58 -2.80 -0.457
C -5.85 1.30 -2.49 -0.435
C -6.15 0.36 -1.51 -0.377
H -5.36 -1.02 -0.07 0.409
H -3.00 -0.52 -0.62 0.438
H -2.47 1.13 -2.37 0.331
H -4.29 2.30 -3.56 0.405
H -6.65 1.81 -3.01 0.363
H -7.18 0.14 -1.27 0.366
C -5.23 0.69 9.02 -0.023
C -4.95 1.73 9.90 -0.575
C -5.97 2.31 10.63 -0.318
C -7.27 1.87 10.48 -0.422
C -7.56 0.83 9.60 -0.368
C -6.54 0.25 8.87 -0.392
H -4.44 0.24 8.44 0.311
H -3.93 2.07 10.02 0.356
H -5.75 3.12 11.31 0.360
H -8.07 2.32 11.06 0.354
H -8.58 0.48 9.49 0.360
H -6.76 -0.56 8.18 0.370
```

Output
Orbital gap (eV): 8.71
LUMO level (eV): -0.6
Largest force on an atom (eV Å⁻¹): 1.2


Here is a molecular structure, C8H16MgO4 from OMol25. Energies are from the ωB97M-V functional and the def2-TZVPD basis.

XYZ file:
```
29
Properties=species:S:1:pos:R:3:nbo_charge:R:1
C 0.04 -1.44 2.61 -0.484
H -0.84 -2.08 2.47 0.236
H 0.68 -1.73 3.44 0.245
O -2.21 1.13 -0.71 -1.068
C -2.78 1.53 0.49 -0.074
C -1.77 1.58 1.62 -0.103
O -1.01 0.36 1.51 -0.642
C -0.25 -0.06 2.57 0.137
Mg -0.71 -0.01 -0.51 1.811
H -3.57 0.81 0.78 0.157
H -3.25 2.53 0.43 0.179
H -2.25 1.63 2.61 0.207
H -1.06 2.42 1.52 0.183
H 0.28 0.73 3.09 0.193
C 0.93 -2.27 0.90 -0.079
O 0.75 -1.45 -0.21 -0.670
C 1.97 -1.14 -0.92 -0.093
C 1.61 -0.48 -2.22 -0.101
O 0.66 0.53 -1.92 -0.652
C 0.44 1.47 -2.97 -0.265
H 1.94 -2.19 1.34 0.198
H 2.54 -2.06 -1.10 0.222
H 2.55 -0.46 -0.28 0.202
H 1.18 -1.20 -2.94 0.203
H 2.51 -0.05 -2.67 0.220
H -0.43 2.07 -2.69 0.239
H 1.32 2.13 -3.06 0.199
H 0.25 0.94 -3.91 0.197
H 0.48 -3.25 0.73 0.203
```

Output
Total charge: +1
Orbital gap (alpha / beta) (eV): 8.16 / 8.41
Multiplicity: 2
LUMO level (alpha / beta) (eV): -2.9 / -3.8
Largest force on an atom (eV Å⁻¹): 2.4


Here is 2 unconnected molecules or ions with the total composition C11H23OP from OMol25. Energies are from the ωB97M-V functional and the def2-TZVPD basis.

XYZ file:
```
36
Properties=species:S:1:pos:R:3:nbo_charge:R:1
C -1.28 0.35 -2.28 -0.022
C -1.18 1.53 -3.16 -0.740
C 2.82 -2.50 -0.49 -0.622
C 2.38 1.37 -0.23 -0.623
C 0.31 0.72 2.60 -0.608
C -4.14 0.70 -0.06 -0.634
C 1.97 -2.13 0.77 -0.475
C 2.80 0.29 0.86 -0.484
C 0.41 -0.22 1.44 -0.483
C -3.35 1.02 -1.30 -0.079
C 1.77 -0.67 1.00 0.139
O -2.23 0.08 -1.38 -0.499
P 0.12 -0.65 -2.31 0.227
H -0.92 1.26 -4.22 0.253
H -2.07 2.13 -3.25 0.226
H -0.23 1.99 -2.84 0.261
H 3.59 -3.23 -0.19 0.202
H 2.41 -3.01 -1.34 0.220
H 3.41 -1.63 -0.99 0.200
H 3.11 1.38 -1.02 0.211
H 1.38 1.00 -0.63 0.214
H 2.19 2.37 0.23 0.207
H -0.63 1.31 2.58 0.209
H 1.16 1.41 2.44 0.199
H 0.49 0.25 3.57 0.209
H -4.63 -0.27 -0.11 0.217
H -3.56 0.58 0.91 0.230
H -4.97 1.43 -0.02 0.219
H 2.46 -2.75 1.57 0.206
H 0.91 -2.47 0.69 0.216
H 3.14 0.57 1.91 0.206
H 3.62 -0.17 0.44 0.211
H 0.01 0.13 0.43 0.221
H -0.13 -1.10 1.77 0.205
H -2.98 2.07 -1.22 0.177
H -3.97 1.01 -2.19 0.183
```

Output
Orbital gap (alpha / beta) (eV): 7.12 / 7.21
Multiplicity: 3
LUMO level (alpha / beta) (eV): 0.7 / -0.5
Largest force on an atom (eV Å⁻¹): 3.1


Here is 9 unconnected molecules or ions with the total composition BrH16O8 from OMol25. Energies are from the ωB97M-V functional and the def2-TZVPD basis.

XYZ file:
```
25
Properties=species:S:1:pos:R:3:nbo_charge:R:1
Br 0.72 -0.71 -0.61 -0.908
O -1.36 0.88 1.58 -0.957
H -0.78 0.39 0.96 0.482
H -1.03 1.75 1.58 0.455
O 1.15 -1.36 3.00 -0.938
H 1.99 -1.24 3.40 0.454
H 1.36 -1.03 2.13 0.480
O -2.84 -0.93 -0.47 -0.960
H -2.17 -0.93 -1.11 0.456
H -2.45 -1.59 0.10 0.473
O -1.54 -2.79 0.90 -0.959
H -0.76 -2.60 0.39 0.494
H -1.28 -2.56 1.83 0.487
O -0.89 2.39 -1.19 -0.947
H -0.28 3.06 -0.88 0.450
H -0.38 1.57 -1.14 0.486
O 2.26 1.35 1.39 -0.979
H 2.00 1.15 2.29 0.466
H 1.78 0.79 0.81 0.483
O 2.89 1.41 -1.85 -0.968
H 2.61 0.51 -1.63 0.490
H 2.42 1.99 -1.24 0.466
O -1.47 -0.56 -3.31 -0.961
H -1.23 -0.29 -4.17 0.464
H -0.72 -0.64 -2.75 0.489
```

Output
Total charge: -1
Orbital gap (eV): 9.36
LUMO level (eV): 3.0
Largest force on an atom (eV Å⁻¹): 2.5


Here is 2 unconnected molecules or ions with the total composition C3H9NO3 from OMol25. Energies are from the ωB97M-V functional and the def2-TZVPD basis.

XYZ file:
```
16
Properties=species:S:1:pos:R:3:nbo_charge:R:1
N 1.35 1.51 0.40 -0.817
C 0.03 0.94 0.28 -0.225
C 0.04 -0.58 0.59 -0.544
C -1.15 -1.05 1.35 0.798
O -1.86 -0.32 2.00 -0.542
O -1.49 -2.32 1.04 -0.719
H 2.00 0.91 -0.15 0.344
H 1.41 2.42 -0.05 0.359
H -0.64 1.15 -0.56 0.173
H -0.49 1.48 1.08 0.206
H -0.10 -1.07 -0.39 0.227
H 0.93 -0.92 1.15 0.239
H -0.83 -3.02 1.14 0.500
O 2.20 1.25 -4.19 -0.937
H 2.08 2.18 -4.37 0.468
H 1.60 0.82 -4.83 0.469
```

Output
SMILES: NCCC(=O)O.O
Orbital gap (eV): 10.02
LUMO level (eV): 0.6
Largest force on an atom (eV Å⁻¹): 2.7


Here is C16H20N2O5S in the gas phase from OMol25. Energies are from the ωB97M-V functional and the def2-TZVPD basis.

XYZ file:
```
44
Properties=species:S:1:pos:R:3:nbo_charge:R:1
C -3.80 -3.08 0.31 -0.237
O -3.39 -2.50 -0.90 -0.491
C -2.72 -1.32 -0.94 0.280
C -2.25 -0.97 -2.20 -0.255
C -1.56 0.21 -2.41 -0.183
C -1.27 1.06 -1.35 -0.127
C -0.50 2.34 -1.58 -0.230
N 0.60 2.55 -0.66 -0.575
C 1.65 1.69 -0.52 0.187
C 1.93 0.68 -1.46 -0.249
C 3.03 -0.13 -1.30 -0.152
C 3.87 0.06 -0.22 -0.399
S 5.26 -1.02 0.00 2.303
N 4.57 -2.24 0.96 -1.075
O 6.26 -0.38 0.81 -0.944
O 5.63 -1.61 -1.25 -0.943
C 3.63 1.05 0.71 -0.159
C 2.52 1.86 0.57 -0.263
C -1.71 0.71 -0.07 0.332
O -1.43 1.57 0.97 -0.547
C -0.73 1.01 2.07 -0.262
C -2.48 -0.45 0.13 0.142
O -2.99 -0.72 1.40 -0.535
C -4.02 0.17 1.80 -0.255
H -4.12 -4.09 0.05 0.190
H -2.98 -3.13 1.03 0.188
H -4.64 -2.54 0.76 0.174
H -2.46 -1.64 -3.02 0.228
H -1.23 0.47 -3.40 0.212
H -1.18 3.19 -1.47 0.221
H -0.11 2.34 -2.60 0.203
H 0.36 3.06 0.18 0.393
H 1.27 0.53 -2.30 0.213
H 3.26 -0.90 -2.01 0.236
H 5.06 -2.35 1.83 0.399
H 4.53 -3.12 0.45 0.398
H 4.31 1.17 1.54 0.239
H 2.32 2.64 1.29 0.210
H -1.28 0.21 2.55 0.196
H -0.59 1.83 2.77 0.190
H 0.25 0.64 1.74 0.187
H -4.31 -0.14 2.80 0.194
H -3.68 1.21 1.82 0.190
H -4.88 0.09 1.13 0.176
```

Output
SMILES: COc1ccc(CNc2ccc(S(N)(=O)=O)cc2)c(OC)c1OC
Orbital gap (eV): 8.70
LUMO level (eV): 0.6
Largest force on an atom (eV Å⁻¹): 0.8


Here is C6H13N in the gas phase from OMol25. Energies are from the ωB97M-V functional and the def2-TZVPD basis.

XYZ file:
```
20
Properties=species:S:1:pos:R:3:nbo_charge:R:1
C -2.79 -0.22 -0.27 -0.604
C -1.38 0.32 -0.04 -0.403
C -0.39 -0.44 -0.91 -0.210
N 0.94 0.05 -0.69 -0.414
C 2.11 -0.78 -0.60 -0.237
C 1.48 -0.19 0.62 -0.094
C 1.74 1.16 1.25 -0.615
H -2.82 -1.28 -0.01 0.201
H -3.04 -0.13 -1.34 0.202
H -3.55 0.30 0.31 0.212
H -1.33 1.40 -0.26 0.205
H -1.11 0.21 1.02 0.195
H -0.66 -0.30 -1.96 0.194
H -0.47 -1.52 -0.69 0.158
H 3.03 -0.38 -1.04 0.201
H 1.98 -1.85 -0.76 0.185
H 0.95 -0.94 1.22 0.185
H 1.71 1.15 2.33 0.205
H 2.68 1.63 0.92 0.215
H 0.93 1.81 0.91 0.219
```

Output
SMILES: CCCN1C[C@H]1C
Orbital gap (eV): 10.26
LUMO level (eV): 1.2
Largest force on an atom (eV Å⁻¹): 0.5


Here is 2 unconnected molecules or ions with the total composition C2H5NO3 from OMol25. Energies are from the ωB97M-V functional and the def2-TZVPD basis.

XYZ file:
```
11
Properties=species:S:1:pos:R:3:nbo_charge:R:1
O -1.51 -1.95 -1.03 -0.334
C -0.91 -1.08 -0.42 0.474
N 0.34 -0.40 -0.77 -0.235
C 1.70 -0.79 -0.48 0.486
O 2.49 0.11 -0.31 -0.264
H -1.26 -0.74 0.49 0.191
H 0.19 0.61 -0.93 0.471
H 1.78 -1.81 -0.23 0.201
H -0.33 2.40 1.51 0.500
H -1.63 1.81 1.30 0.480
O -0.85 1.84 0.86 -0.969
```

Output
Total charge: +1
Orbital gap (alpha / beta) (eV): 11.06 / 6.41
Multiplicity: 2
LUMO level (alpha / beta) (eV): -5.4 / -10.0
Largest force on an atom (eV Å⁻¹): 5.1


| no. | E_tot (eV) |
| --- | --- |
| 1 | -78793.458 |
| 2 | -22182.340 |
| 3 | -23110.429 |
| 4 | -86685.994 |
| 5 | -10888.973 |
| 6 | -40967.848 |
| 7 | -7921.546 |
| 8 | -9776.353 |